Computed, not measured: a cluster of 2 separate species, C4H12 in total in a non-equilibrium geometry, with ωB97M-V/def2-TZVPD.

Values from the calculation:
Spin multiplicity ... 1
Orbital gap ... 0.4426 hartree
Calculated total energy ... -159.532835 hartree
SMILES ... CC.CC
Charge ... 0

Last column: Löwdin charge in e.
Atoms and positions in Å:
C: -2.3482 0.8240 1.2454  -0.128
C: -1.7774 0.2304 -0.1185  -0.139
H: -3.4556 0.7623 1.2200  0.059
H: -1.9651 0.4277 2.1535  0.039
H: -2.2481 1.9379 1.0629  0.075
H: -1.7659 -0.8369 -0.1049  0.056
H: -2.1421 0.7803 -0.8603  0.008
H: -0.6787 0.3571 -0.3143  0.034
C: 2.0753 -0.9735 -1.2440  -0.171
C: 2.0453 -0.1474 0.1241  -0.179
H: 1.3384 -1.7969 -1.2632  0.057
H: 1.8044 -0.1398 -1.9632  0.076
H: 3.0889 -1.3653 -1.3220  0.045
H: 2.7910 0.6404 0.0798  0.044
H: 2.3237 -0.7915 1.0721  0.086
H: 0.9139 0.0912 0.2326  0.039